i:
DFT (ωB97M-V/def2-TZVPD) results for a gas-phase ion, C6H14NOS (charge +1).

* HOMO: -13.420 eV
* spin multiplicity: 1
* frontier orbital gap: 10.45 eV
* charge: +1

Element x y z (Å)
C: -1.583 -1.940 1.221
C: -0.643 -1.045 1.528
C: -0.978 0.394 1.170
C: 0.119 1.353 0.752
C: 0.523 1.416 -0.811
O: 1.985 1.253 -1.029
C: 0.008 0.240 -1.572
N: 0.682 -1.058 -1.121
S: 0.415 0.266 -3.355
H: -2.250 -1.712 0.515
H: -1.486 -2.872 1.675
H: 0.217 -1.028 2.287
H: -1.722 0.505 0.459
H: -1.213 0.866 2.091
H: -0.069 2.314 0.935
H: 0.933 0.950 1.439
H: -0.034 2.284 -1.176
H: 2.462 1.590 -0.313
H: -0.989 0.129 -1.287
H: 1.730 -0.919 -1.025
H: 0.504 -1.881 -1.639
H: 0.339 -1.178 -0.110
H: 1.093 1.453 -3.414

ii:
DFT (ωB97M-V/def2-TZVPD) results for 2 unconnected molecules or ions with the total composition C6H14NOS.

* HOMO (alpha / beta): -13.874 / -13.872 eV
* spin multiplicity: 1
* frontier orbital gap (alpha / beta): 8.29 / 8.29 eV
* charge: +1

Element x y z (Å)
C: -0.077 -0.828 -2.485
C: 1.225 -1.704 -0.431
C: -1.642 -0.465 2.522
C: 1.166 2.820 0.716
C: 0.068 -0.911 -0.961
C: 0.098 0.488 -0.366
N: -0.842 0.561 1.986
O: 0.175 0.894 2.629
S: 1.457 1.079 0.272
H: 0.807 -0.176 -3.033
H: -1.079 -0.288 -2.720
H: -0.069 -1.826 -2.980
H: 2.271 -1.397 -0.770
H: 1.059 -2.864 -0.618
H: 1.352 -1.592 0.640
H: -2.266 -0.928 1.649
H: -2.233 0.109 3.211
H: -1.004 -1.096 3.107
H: 2.122 3.310 1.013
H: 0.589 2.878 1.553
H: 0.809 3.390 -0.164
H: -0.816 -1.423 -0.643
H: -0.702 1.152 -0.658

Relative energies, unit kJ/mol: i 0.0; ii 204.6

i:
DFT (ωB97M-V/def2-TZVPD) results for a single C9H13N3 molecule.

* HOMO: -9.678 eV
* spin multiplicity: 1
* frontier orbital gap: 10.42 eV
* charge: 0

Element x y z (Å)
C: 2.277 1.614 0.524
C: 1.159 1.662 -0.475
C: 0.423 0.390 -0.590
C: 0.907 -0.575 -1.587
N: 1.358 -1.284 -2.358
C: 0.212 -0.425 0.704
C: -0.765 -1.601 0.620
C: -2.108 -1.093 0.124
C: -1.954 -0.671 -1.241
N: -1.138 0.576 -1.274
C: -1.707 1.646 -0.706
N: -1.979 2.621 -0.161
H: 3.135 2.290 0.174
H: 2.706 0.607 0.675
H: 1.956 1.872 1.580
H: 1.507 1.929 -1.466
H: 0.434 2.517 -0.185
H: 0.011 0.337 1.417
H: 1.208 -0.841 0.890
H: -0.797 -2.127 1.570
H: -0.399 -2.392 -0.049
H: -2.977 -1.849 0.111
H: -2.334 -0.154 0.653
H: -1.429 -1.328 -1.875
H: -2.950 -0.196 -1.675

ii:
DFT (ωB97M-V/def2-TZVPD) results for a single C9H13N3 molecule.

* HOMO: -7.874 eV
* spin multiplicity: 1
* frontier orbital gap: 8.32 eV
* charge: 0

Element x y z (Å)
C: 4.038 -1.173 0.221
C: 2.782 -0.413 -0.053
C: 3.005 0.970 -0.003
C: 2.025 1.907 -0.115
C: 0.748 1.410 -0.173
C: 0.454 0.005 -0.047
N: -0.786 -0.448 -0.039
N: -1.640 0.461 -0.123
N: -2.912 0.024 -0.239
C: -3.922 0.965 0.350
C: -3.276 -1.440 -0.145
C: 1.471 -0.877 -0.135
H: 4.783 -0.400 0.702
H: 3.667 -2.060 0.858
H: 4.306 -1.752 -0.765
H: 4.065 1.314 -0.226
H: 2.229 2.864 -0.399
H: -0.142 2.222 -0.149
H: -4.867 0.473 -0.170
H: -3.973 1.213 1.499
H: -3.628 2.012 -0.131
H: -4.442 -1.497 -0.008
H: -2.684 -1.941 0.699
H: -2.837 -1.873 -1.154
H: 1.537 -1.966 -0.254

Relative energies, unit kJ/mol: i 0.0; ii 230.5

i:
DFT (ωB97M-V/def2-TZVPD) results for a single C5H3FN2 molecule.

* HOMO: -10.737 eV
* spin multiplicity: 1
* frontier orbital gap: 9.83 eV
* charge: 0

Element x y z (Å)
N: -3.379 -0.015 -0.012
C: -2.241 0.225 -0.080
C: -0.802 0.348 -0.119
C: -0.288 1.664 0.008
N: 0.035 2.784 -0.008
C: -0.001 -0.744 -0.131
C: 1.466 -0.703 0.087
F: 1.977 0.582 -0.163
H: -0.501 -1.701 -0.106
H: 1.964 -1.435 -0.560
H: 1.769 -1.004 1.084

ii:
DFT (ωB97M-V/def2-TZVPD) results for a single C5H3FN2 molecule.

* HOMO: -10.871 eV
* spin multiplicity: 1
* frontier orbital gap: 10.02 eV
* charge: 0

Element x y z (Å)
N: 0.533 0.389 -3.229
C: 0.593 0.366 -2.030
C: 0.490 0.040 -0.597
C: 1.783 0.212 -0.033
N: 2.990 0.219 -0.004
C: -0.671 -0.240 -0.084
C: -1.035 -0.249 1.372
F: 0.147 -0.264 2.085
H: -1.534 -0.057 -0.876
H: -1.588 -1.052 1.738
H: -1.707 0.637 1.659

Relative energies, unit kJ/mol: i 0.0; ii 89.2

i:
DFT (ωB97M-V/def2-TZVPD) results for a single C11H21N5O5 molecule.

* HOMO: -8.461 eV
* spin multiplicity: 1
* frontier orbital gap: 8.69 eV
* charge: 0

Element x y z (Å)
H: 5.245 1.587 0.717
N: 4.594 1.186 0.006
C: 4.689 -0.012 -0.399
N: 5.338 -1.085 0.179
N: 3.827 -0.278 -1.465
C: 2.607 0.422 -1.673
C: 1.659 0.511 -0.512
C: 1.185 -0.800 0.113
C: 0.273 -0.957 1.333
N: 0.326 -2.402 1.702
C: -1.232 -0.411 1.228
O: -1.644 0.373 2.086
N: -1.971 -0.791 0.156
C: -3.358 -0.355 0.036
C: -3.508 1.082 -0.509
C: -2.889 2.188 0.378
C: -1.489 2.575 -0.035
O: -1.000 2.733 -1.131
O: -0.716 2.586 1.084
C: -4.204 -1.229 -0.838
O: -5.377 -1.073 -0.978
O: -3.430 -2.097 -1.452
H: 5.138 -2.064 0.029
H: 6.044 -0.873 0.862
H: 3.877 -1.286 -1.661
H: 2.909 1.466 -1.897
H: 2.029 -0.086 -2.481
H: 0.771 1.216 -0.714
H: 2.241 1.006 0.274
H: 2.067 -1.315 0.502
H: 0.724 -1.478 -0.686
H: 0.669 -0.326 2.187
H: -0.182 -2.518 2.578
H: -0.271 -2.888 1.007
H: -1.636 -1.349 -0.573
H: -3.854 -0.399 1.054
H: -4.596 1.272 -0.643
H: -3.082 1.170 -1.551
H: -3.493 3.094 0.315
H: -3.006 1.903 1.449
H: -1.286 2.385 1.887
H: -3.989 -2.682 -1.964

ii:
DFT (ωB97M-V/def2-TZVPD) results for 3 unconnected molecules or ions with the total composition C11H21N5O5.

* HOMO: -8.824 eV
* spin multiplicity: 1
* frontier orbital gap: 8.40 eV
* charge: 0

Element x y z (Å)
C: 0.108 -0.680 -0.152
C: 0.746 -1.408 1.077
C: -1.403 -0.850 -0.004
C: -2.203 -0.270 -1.134
C: -3.745 -0.535 -1.147
C: -5.479 0.565 0.407
C: 2.983 -0.654 0.468
C: 4.082 -1.499 -0.288
C: 3.361 0.551 1.435
C: 4.101 1.558 0.933
C: 3.537 2.282 -0.341
H: 0.912 0.019 -2.039
H: -0.361 -2.010 -2.230
H: 0.412 0.373 -0.379
H: -1.541 -1.887 0.144
H: -1.824 -0.246 0.728
H: -2.243 0.844 -1.363
H: -1.772 -0.666 -2.067
H: -4.351 -0.357 -1.997
H: -4.156 -1.497 -1.043
H: -3.442 0.961 0.118
H: -6.312 -0.756 -0.758
H: -4.814 2.039 2.062
H: -6.544 1.654 1.643
H: 2.533 -2.288 1.881
H: 2.333 -0.294 -0.352
H: 2.338 1.088 1.816
H: 3.858 0.099 2.269
H: 5.342 1.139 0.739
H: 4.228 2.509 1.652
H: 4.130 3.870 -1.237
H: 2.742 -2.484 -1.311
N: 0.623 -1.279 -1.484
N: -4.077 0.235 0.009
N: -6.583 0.106 -0.116
N: -5.544 1.581 1.307
N: 2.109 -1.518 1.210
O: 0.092 -2.097 1.900
O: 5.182 -1.481 0.218
O: 2.412 2.198 -0.814
O: 4.552 3.382 -0.494
O: 3.677 -2.298 -1.265

Relative energies, unit kJ/mol: i 0.0; ii 778.3

i:
DFT (ωB97M-V/def2-TZVPD) results for a single C8H16N2O molecule.

* HOMO: -7.827 eV
* spin multiplicity: 1
* frontier orbital gap: 8.79 eV
* charge: 0

Element x y z (Å)
C: -1.158 -2.954 -0.203
N: -0.287 -2.058 -0.398
C: 0.183 -1.342 0.790
C: 1.683 -1.594 0.842
C: -0.203 0.115 0.796
C: -1.113 0.411 1.967
C: 0.338 1.092 0.076
C: -0.045 2.556 0.088
N: 1.354 0.933 -0.890
O: 1.398 1.867 -2.002
C: 0.643 1.487 -3.092
H: -1.387 -3.307 0.725
H: -1.514 -3.501 -0.978
H: -0.202 -1.887 1.751
H: 1.864 -2.690 1.224
H: 2.094 -0.899 1.552
H: 2.235 -1.525 -0.032
H: -0.515 1.024 2.586
H: -1.715 -0.490 2.325
H: -2.021 0.993 1.725
H: -0.808 2.833 -0.612
H: 0.862 3.107 -0.154
H: -0.443 2.635 1.167
H: 1.582 -0.104 -1.116
H: 1.114 0.891 -3.944
H: 0.219 2.426 -3.588
H: -0.319 1.065 -2.719

ii:
DFT (ωB97M-V/def2-TZVPD) results for 2 unconnected molecules or ions with the total composition C8H16N2O.

* HOMO: -7.571 eV
* spin multiplicity: 1
* frontier orbital gap: 8.44 eV
* charge: 0

Element x y z (Å)
C: -1.193 -1.138 -0.199
C: -0.656 -1.928 0.507
C: 2.103 0.918 1.437
C: -0.159 -2.992 1.447
C: -2.865 -0.587 -1.871
C: -1.923 1.204 -0.181
C: 3.199 2.093 -0.380
C: -1.684 -0.064 -1.047
N: 1.907 0.275 -0.780
N: 2.288 1.038 0.140
O: 1.077 0.045 1.986
H: 2.207 1.736 2.170
H: -0.489 -4.021 1.299
H: -0.538 -2.723 2.374
H: 0.852 -3.151 1.377
H: -3.801 -0.737 -1.392
H: -2.420 -1.364 -2.449
H: -3.176 0.073 -2.659
H: -2.678 1.795 -0.655
H: -0.983 1.749 0.102
H: -2.255 0.785 0.855
H: 4.261 1.799 -0.379
H: 2.952 2.401 -1.302
H: 3.141 2.967 0.284
H: -0.819 0.154 -1.711
H: 1.295 -0.430 -0.337
H: 0.356 0.103 1.364

Relative energies, unit kJ/mol: i 0.0; ii 46.9

i:
DFT (ωB97M-V/def2-TZVPD) results for a molecular structure, C3H3CrO2.

* HOMO (alpha / beta): -17.439 / -21.526 eV
* spin multiplicity: 6
* frontier orbital gap (alpha / beta): 4.46 / 10.76 eV
* charge: +2
* <S²>: 8.79

Element x y z (Å)
O: -0.998 0.244 0.998
Cr: -1.399 -1.993 -2.375
O: -1.265 -1.081 -0.799
C: -0.670 -0.210 -0.193
C: 0.319 0.711 1.281
C: 0.876 0.252 -0.007
H: 0.393 1.653 1.821
H: 1.570 -0.598 0.004
H: 1.174 1.022 -0.730

ii:
DFT (ωB97M-V/def2-TZVPD) results for a molecular structure, C3H3CrO2.

* HOMO (alpha / beta): -18.808 / -18.818 eV
* spin multiplicity: 6
* frontier orbital gap (alpha / beta): 5.72 / 7.19 eV
* charge: +2
* <S²>: 8.78

Element x y z (Å)
C: -3.331 0.183 0.191
C: -2.170 -0.450 0.104
H: -3.393 1.268 0.268
H: -2.023 -1.505 -0.127
H: -4.249 -0.392 0.074
O: -0.944 0.375 0.009
C: -0.245 -0.008 0.991
O: -0.457 0.163 2.173
Cr: 0.155 -0.139 3.877

Relative energies, unit kJ/mol: i 0.0; ii 84.7